Arrangement a

DFT (ωB97M-V/def2-TZVPD) results for an isolated molecule of C21H32N2O5.

E_LUMO = 0.6 eV
SMILES = COc1cc(C(=O)NCCC(=O)NC2CCCCCCC2)cc(OC)c1OC
frontier orbital gap = 9.2 eV
HOMO = -8.56 eV

Last columns: bonded neighbours and bond lengths (Å).
Geometry (Å):
1 C -6.558 -1.851 0.109  H2 1.092, O3 1.411, H59 1.091, H60 1.090
2 H -6.712 -1.537 -0.926  C1 1.092
3 O -5.211 -2.190 0.357  C1 1.411, C4 1.359
4 C -4.208 -1.274 0.303  O3 1.359, C5 1.395, C9 1.404
5 C -2.953 -1.825 0.566  C4 1.395, C6 1.383, H58 1.078
6 C -1.814 -1.042 0.561  C5 1.383, C7 1.391, C21 1.485
7 C -1.925 0.325 0.325  C6 1.391, C8 1.385, H20 1.077
8 C -3.160 0.897 0.070  C7 1.385, C9 1.412, O15 1.365
9 C -4.323 0.098 0.027  C4 1.404, C8 1.412, O10 1.373
10 O -5.570 0.617 -0.217  C9 1.373, C11 1.414
11 C -5.721 1.594 -1.229  O10 1.414, H12 1.093, H13 1.091, H14 1.091
12 H -5.082 1.381 -2.089  C11 1.093
13 H -5.502 2.596 -0.857  C11 1.091
14 H -6.767 1.538 -1.531  C11 1.091
15 O -3.336 2.235 -0.134  C8 1.365, C16 1.408
16 C -2.203 3.072 -0.121  O15 1.408, H17 1.094, H18 1.089, H19 1.094
17 H -1.695 3.045 0.847  C16 1.094
18 H -2.583 4.077 -0.301  C16 1.089
19 H -1.499 2.803 -0.914  C16 1.094
20 H -1.027 0.917 0.364  C7 1.077
21 C -0.459 -1.583 0.841  C6 1.485, O22 1.225, N23 1.348
22 O 0.436 -0.892 1.311  C21 1.225
23 N -0.273 -2.880 0.524  C21 1.348, H24 1.007, C25 1.448
24 H -1.014 -3.371 0.050  N23 1.007
25 C 0.946 -3.618 0.780  N23 1.448, H26 1.092, H27 1.094, C28 1.533
26 H 1.502 -3.088 1.557  C25 1.092
27 H 0.659 -4.598 1.173  C25 1.094
28 C 1.808 -3.817 -0.472  C25 1.533, C29 1.533, H56 1.094, H57 1.091
29 C 2.889 -2.774 -0.775  C28 1.533, O30 1.218, N31 1.338
30 O 3.807 -3.062 -1.523  C29 1.218
31 N 2.760 -1.581 -0.185  C29 1.338, H32 1.016, C33 1.450
32 H 1.960 -1.350 0.397  N31 1.016
33 C 3.722 -0.511 -0.369  N31 1.450, C34 1.534, C46 1.534, H55 1.098
34 C 3.245 0.463 -1.454  C33 1.534, H35 1.089, C36 1.527, H54 1.094
35 H 4.015 1.217 -1.610  C34 1.089
36 C 1.894 1.140 -1.235  C34 1.527, C37 1.532, H52 1.092, H53 1.095
37 C 1.787 2.092 -0.039  C36 1.532, H38 1.089, H39 1.094, C40 1.534
38 H 1.640 1.519 0.875  C37 1.089
39 H 0.880 2.686 -0.186  C37 1.094
40 C 2.972 3.051 0.132  C37 1.534, H41 1.091, C42 1.530, H51 1.093
41 H 3.500 3.167 -0.815  C40 1.091
42 C 3.961 2.660 1.232  C40 1.530, C43 1.530, H49 1.093, H50 1.094
43 C 4.809 1.410 0.990  C42 1.530, H44 1.091, H45 1.093, C46 1.533
44 H 5.357 1.507 0.051  C43 1.091
45 H 5.556 1.376 1.787  C43 1.093
46 C 4.023 0.093 1.009  C33 1.534, C43 1.533, H47 1.090, H48 1.093
47 H 3.088 0.232 1.550  C46 1.090
48 H 4.596 -0.657 1.559  C46 1.093
49 H 3.409 2.530 2.167  C42 1.093
50 H 4.645 3.501 1.376  C42 1.094
51 H 2.583 4.038 0.397  C40 1.093
52 H 1.121 0.374 -1.135  C36 1.092
53 H 1.673 1.706 -2.146  C36 1.095
54 H 3.176 -0.116 -2.380  C34 1.094
55 H 4.634 -0.983 -0.756  C33 1.098
56 H 1.163 -3.873 -1.354  C28 1.094
57 H 2.333 -4.771 -0.407  C28 1.091
58 H -2.931 -2.878 0.799  C5 1.078
59 H -6.910 -1.068 0.782  C1 1.091
60 H -7.114 -2.771 0.292  C1 1.090

In elementary charge units, the Löwdin charges are: number 1, C, carries -0.067; number 2, H, carries 0.096; number 3, O, carries -0.062; number 4, C, carries -0.182; number 5, C, carries 0.045; number 6, C, carries -0.126; number 7, C, carries 0.047; number 8, C, carries -0.177; number 9, C, carries -0.118; number 10, O, carries -0.102; number 11, C, carries -0.061; number 12, H, carries 0.104; number 13, H, carries 0.087; number 14, H, carries 0.095; number 15, O, carries -0.097; number 16, C, carries -0.069; number 17, H, carries 0.101; number 18, H, carries 0.098; number 19, H, carries 0.094; number 20, H, carries 0.098; number 21, C, carries -0.425; number 22, O, carries 0.037; number 23, N, carries 0.080; number 24, H, carries 0.135; number 25, C, carries -0.161; number 26, H, carries 0.128; number 27, H, carries 0.122; number 28, C, carries -0.070; number 29, C, carries -0.496; number 30, O, carries 0.042; number 31, N, carries 0.112; number 32, H, carries 0.082; number 33, C, carries -0.294; number 34, C, carries -0.139; number 35, H, carries 0.099; number 36, C, carries -0.188; number 37, C, carries -0.201; number 38, H, carries 0.090; number 39, H, carries 0.088; number 40, C, carries -0.198; number 41, H, carries 0.108; number 42, C, carries -0.211; number 43, C, carries -0.191; number 44, H, carries 0.109; number 45, H, carries 0.106; number 46, C, carries -0.138; number 47, H, carries 0.100; number 48, H, carries 0.117; number 49, H, carries 0.113; number 50, H, carries 0.105; number 51, H, carries 0.104; number 52, H, carries 0.095; number 53, H, carries 0.112; number 54, H, carries 0.121; number 55, H, carries 0.146; number 56, H, carries 0.123; number 57, H, carries 0.118; number 58, H, carries 0.125; number 59, H, carries 0.096; number 60, H, carries 0.094


Arrangement b

DFT (ωB97M-V/def2-TZVPD) results for an isolated molecule of C21H32N2O5.

E_LUMO = 0.7 eV
SMILES = CCCCCOc1ccc(C(=O)NCCC(=O)NCCCC(=O)OCC)cc1
frontier orbital gap = 9.4 eV
HOMO = -8.69 eV

Last columns: bonded neighbours and bond lengths (Å).
Geometry (Å):
1 C 7.704 0.800 -1.681  H2 1.088, C3 1.524, H59 1.087, H60 1.088
2 H 8.587 0.164 -1.694  C1 1.088
3 C 6.660 0.283 -2.663  C1 1.524, C4 1.526, H57 1.093, H58 1.093
4 C 6.218 -1.137 -2.321  C3 1.526, C5 1.527, H55 1.092, H56 1.092
5 C 5.175 -1.666 -3.303  C4 1.527, C6 1.531, H53 1.092, H54 1.092
6 C 4.690 -3.062 -2.906  C5 1.531, O7 1.413, H51 1.097, H52 1.094
7 O 4.070 -3.086 -1.637  C6 1.413, C8 1.356
8 C 2.820 -2.583 -1.479  O7 1.356, C9 1.393, C13 1.399
9 C 1.980 -2.152 -2.502  C8 1.393, C10 1.383, H50 1.079
10 C 0.717 -1.668 -2.209  C9 1.383, C11 1.389, H49 1.081
11 C 0.262 -1.603 -0.898  C10 1.389, C12 1.395, C16 1.488
12 C 1.098 -2.061 0.121  C11 1.395, C13 1.375, H15 1.079
13 C 2.357 -2.534 -0.160  C8 1.399, C12 1.375, H14 1.079
14 H 3.011 -2.884 0.623  C13 1.079
15 H 0.733 -2.030 1.136  C12 1.079
16 C -1.088 -1.105 -0.521  C11 1.488, O17 1.219, N18 1.356
17 O -1.667 -1.492 0.479  C16 1.219
18 N -1.633 -0.199 -1.371  C16 1.356, H19 1.007, C20 1.443
19 H -1.058 0.205 -2.091  N18 1.007
20 C -2.894 0.443 -1.089  N18 1.443, H21 1.092, C22 1.532, H48 1.092
21 H -3.449 0.591 -2.018  C20 1.092
22 C -2.710 1.786 -0.377  C20 1.532, C23 1.523, H46 1.094, H47 1.091
23 C -4.067 2.407 -0.073  C22 1.523, O24 1.214, N25 1.352
24 O -5.045 2.239 -0.771  C23 1.214
25 N -4.065 3.194 1.026  C23 1.352, H26 1.010, C27 1.444
26 H -3.260 3.164 1.635  N25 1.010
27 C -5.292 3.681 1.611  N25 1.444, H28 1.093, H29 1.093, C30 1.534
28 H -5.999 3.837 0.792  C27 1.093
29 H -5.088 4.637 2.100  C27 1.093
30 C -5.900 2.693 2.615  C27 1.534, H31 1.091, H32 1.091, C33 1.537
31 H -6.831 3.120 2.989  C30 1.091
32 H -6.138 1.762 2.098  C30 1.091
33 C -4.978 2.394 3.807  C30 1.537, C34 1.517, H44 1.091, H45 1.090
34 C -3.868 1.432 3.430  C33 1.517, O35 1.209, O36 1.322
35 O -2.754 1.770 3.102  C34 1.209
36 O -4.288 0.180 3.489  C34 1.322, C37 1.436
37 C -3.370 -0.863 3.128  O36 1.436, C38 1.520, H42 1.093, H43 1.091
38 C -2.401 -1.172 4.257  C37 1.520, H39 1.088, H40 1.087, H41 1.086
39 H -2.939 -1.454 5.159  C38 1.088
40 H -1.783 -0.303 4.468  C38 1.087
41 H -1.759 -1.993 3.951  C38 1.086
42 H -2.819 -0.579 2.228  C37 1.093
43 H -4.003 -1.724 2.908  C37 1.091
44 H -4.534 3.320 4.177  C33 1.091
45 H -5.564 1.930 4.601  C33 1.090
46 H -2.151 2.474 -1.018  C22 1.094
47 H -2.150 1.642 0.548  C22 1.091
48 H -3.460 -0.235 -0.446  C20 1.092
49 H 0.078 -1.370 -3.028  C10 1.081
50 H 2.290 -2.198 -3.535  C9 1.079
51 H 4.024 -3.476 -3.673  C6 1.097
52 H 5.547 -3.733 -2.799  C6 1.094
53 H 4.327 -0.978 -3.328  C5 1.092
54 H 5.598 -1.719 -4.308  C5 1.092
55 H 5.797 -1.154 -1.314  C4 1.092
56 H 7.088 -1.799 -2.328  C4 1.092
57 H 7.073 0.299 -3.675  C3 1.093
58 H 5.791 0.945 -2.650  C3 1.093
59 H 8.006 1.812 -1.940  C1 1.087
60 H 7.304 0.808 -0.670  C1 1.088

In elementary charge units, the Löwdin charges are: number 1, C, carries -0.118; number 2, H, carries 0.070; number 3, C, carries -0.276; number 4, C, carries -0.224; number 5, C, carries -0.181; number 6, C, carries -0.197; number 7, O, carries -0.044; number 8, C, carries -0.261; number 9, C, carries -0.014; number 10, C, carries -0.026; number 11, C, carries -0.144; number 12, C, carries -0.007; number 13, C, carries 0.013; number 14, H, carries 0.120; number 15, H, carries 0.119; number 16, C, carries -0.443; number 17, O, carries 0.055; number 18, N, carries 0.066; number 19, H, carries 0.132; number 20, C, carries -0.167; number 21, H, carries 0.126; number 22, C, carries -0.074; number 23, C, carries -0.499; number 24, O, carries 0.063; number 25, N, carries 0.063; number 26, H, carries 0.114; number 27, C, carries -0.175; number 28, H, carries 0.119; number 29, H, carries 0.122; number 30, C, carries -0.157; number 31, H, carries 0.113; number 32, H, carries 0.121; number 33, C, carries -0.083; number 34, C, carries -0.506; number 35, O, carries 0.081; number 36, O, carries 0.010; number 37, C, carries -0.199; number 38, C, carries -0.055; number 39, H, carries 0.077; number 40, H, carries 0.074; number 41, H, carries 0.079; number 42, H, carries 0.090; number 43, H, carries 0.129; number 44, H, carries 0.125; number 45, H, carries 0.122; number 46, H, carries 0.126; number 47, H, carries 0.109; number 48, H, carries 0.127; number 49, H, carries 0.112; number 50, H, carries 0.106; number 51, H, carries 0.120; number 52, H, carries 0.130; number 53, H, carries 0.107; number 54, H, carries 0.121; number 55, H, carries 0.117; number 56, H, carries 0.119; number 57, H, carries 0.108; number 58, H, carries 0.109; number 59, H, carries 0.067; number 60, H, carries 0.071


Decreasing stability: arrangement b, arrangement a


Arrangement a

DFT (ωB97M-V/def2-TZVPD) results for a cluster of 2 separate species, C3H8O4 in total.

E_LUMO = 0.4 eV
SMILES = O=C(O)CCO.O
frontier orbital gap = 10.9 eV
HOMO = -10.48 eV

Last columns: bonded neighbours and bond lengths (Å).
Geometry (Å):
1 O 1.334 -0.914 -2.458  C2 1.243
2 C 0.651 -0.447 -1.531  O1 1.243, O3 1.388, C4 1.521
3 O 0.146 -1.246 -0.515  C2 1.388, H7 1.018
4 C 0.724 1.058 -1.322  C2 1.521, C5 1.551, H8 1.129, H9 1.050
5 C 0.822 1.573 0.138  C4 1.551, O6 1.476, H10 1.080, H11 1.120
6 O 2.118 1.173 0.720  C5 1.476, H12 0.962
7 H 0.931 -1.892 -0.468  O3 1.018
8 H 1.693 1.423 -1.774  C4 1.129
9 H -0.055 1.449 -1.908  C4 1.050
10 H 0.695 2.636 0.279  C5 1.080
11 H 0.081 1.267 0.920  C5 1.120
12 H 2.449 0.638 -0.007  O6 0.962
13 H -5.609 -1.028 4.151  O15 0.994
14 H -4.503 -1.738 3.234  O15 0.919
15 O -4.707 -0.996 3.735  H13 0.994, H14 0.919

In elementary charge units, the Löwdin charges are: number 1, O, carries 0.067; number 2, C, carries -0.459; number 3, O, carries 0.063; number 4, C, carries -0.078; number 5, C, carries -0.210; number 6, O, carries -0.080; number 7, H, carries 0.163; number 8, H, carries 0.149; number 9, H, carries 0.105; number 10, H, carries 0.101; number 11, H, carries 0.124; number 12, H, carries 0.056; number 13, H, carries 0.067; number 14, H, carries -0.014; number 15, O, carries -0.053


Arrangement b

DFT (ωB97M-V/def2-TZVPD) results for a cluster of 2 separate species, C3H8O4 in total.

E_LUMO = 0.5 eV
SMILES = O=C(O)CCO.O
frontier orbital gap = 11.0 eV
HOMO = -10.52 eV

Last columns: bonded neighbours and bond lengths (Å).
Geometry (Å):
1 O 1.364 -2.389 -2.574  H2 0.984, H3 0.984
2 H 0.937 -3.120 -2.073  O1 0.984
3 H 1.890 -1.901 -1.900  O1 0.984
4 O -1.967 -0.394 1.510  C7 1.230
5 O -0.545 -1.809 0.393  C7 1.348, H10 0.996
6 O 0.638 2.543 -0.158  C8 1.404, H11 0.980
7 C -0.936 -0.613 0.876  O4 1.230, O5 1.348, C9 1.527
8 C -0.367 1.785 0.465  O6 1.404, C9 1.498, H12 1.107, H13 1.107
9 C 0.170 0.390 0.560  C7 1.527, C8 1.498, H14 1.107, H15 1.107
10 H -1.313 -2.387 0.653  O5 0.996
11 H 0.403 3.491 -0.080  O6 0.980
12 H -0.446 2.239 1.472  C8 1.107
13 H -1.348 1.900 -0.034  C8 1.107
14 H 0.557 0.051 -0.421  C9 1.107
15 H 0.963 0.215 1.312  C9 1.107

In elementary charge units, the Löwdin charges are: number 1, O, carries -0.088; number 2, H, carries 0.043; number 3, H, carries 0.042; number 4, O, carries 0.088; number 5, O, carries 0.082; number 6, O, carries -0.080; number 7, C, carries -0.506; number 8, C, carries -0.281; number 9, C, carries -0.089; number 10, H, carries 0.149; number 11, H, carries 0.104; number 12, H, carries 0.130; number 13, H, carries 0.134; number 14, H, carries 0.127; number 15, H, carries 0.147


Decreasing stability: arrangement b, arrangement a